(1)
# C4H10N3O3

An isolated ion of composition C4H10N3O3 and charge +1 in a non-equilibrium geometry (ωB97M-V/def2-TZVPD, OMol25).

Last column: Löwdin charge in e.
Cartesian coordinates (Å):
1 N 0.399 -1.971 -0.933  0.14
2 C -0.160 -1.108 0.004  -0.55
3 O 0.097 -1.345 1.334  0.05
4 O -1.577 -0.997 -0.188  0.12
5 C -2.065 0.252 -0.072  -0.44
6 O -3.223 0.513 -0.087  0.19
7 C -0.961 1.285 0.156  0.00
8 C 0.229 0.507 -0.244  -0.37
9 N 0.921 0.598 -1.354  0.12
10 N 1.270 1.047 1.066  0.18
11 H 1.260 -2.408 -0.603  0.13
12 H -0.345 -2.637 -1.250  0.15
13 H -0.091 -2.368 1.450  0.20
14 H -1.162 2.232 -0.375  0.16
15 H -1.011 1.521 1.173  0.12
16 H 1.056 -0.207 -2.038  0.15
17 H 0.940 1.530 -1.908  0.18
18 H 1.474 1.983 0.754  0.12
19 H 2.205 0.406 1.174  0.22
20 H 0.743 1.166 1.941  0.13

The LUMO energy comes out at -3.382 eV. For the total energy, the calculation gives -548.147248 Ha. The value obtained for the energy above the lowest of the compared OMol25 structures with the same formula, charge and spin is 0.426 eV. Its total charge is +1. The calculation puts the orbital gap at 10.75 eV. As for the SMILES: N[C@]1(O)OC(=O)C[C@@]1(N)[NH3+].



(2)
# C23H26N2O6S

The molecule C23H26N2O6S (ωB97M-V/def2-TZVPD, OMol25).

Last column: Löwdin charge in e.
Cartesian coordinates (Å):
1 C 7.184 0.424 0.935  -0.08
2 O 5.971 0.260 1.634  -0.07
3 C 4.873 -0.128 0.948  -0.26
4 C 4.844 -0.449 -0.408  0.01
5 C 3.662 -0.839 -1.011  0.02
6 C 2.478 -0.914 -0.288  -0.28
7 O 1.295 -1.229 -0.917  -0.13
8 C 1.020 -2.618 -1.014  -0.05
9 C 2.519 -0.598 1.065  -0.18
10 S 1.027 -0.549 2.054  0.71
11 O 1.375 -0.317 3.422  -0.27
12 O 0.190 -1.690 1.787  -0.29
13 N 0.191 0.821 1.553  -0.03
14 C -0.015 1.025 0.164  -0.18
15 C -1.064 0.420 -0.503  -0.14
16 N -1.789 -0.517 0.149  0.12
17 C -3.218 -0.753 0.152  -0.31
18 C -3.558 -1.616 1.372  -0.14
19 C -3.355 -0.866 2.687  -0.19
20 C -4.152 0.435 2.695  -0.20
21 C -3.753 1.304 1.506  -0.19
22 C -4.010 0.561 0.198  -0.14
23 C -1.222 0.772 -1.904  -0.06
24 C -2.211 0.260 -2.753  -0.01
25 C -2.281 0.620 -4.080  -0.08
26 C -1.356 1.508 -4.616  -0.07
27 C -0.356 2.013 -3.816  0.01
28 C -0.279 1.648 -2.472  -0.18
29 O 0.757 2.175 -1.782  0.14
30 C 0.946 1.883 -0.466  -0.42
31 O 1.892 2.383 0.117  0.10
32 C 3.685 -0.206 1.678  0.04
33 H 7.904 0.769 1.676  0.09
34 H 7.092 1.174 0.144  0.10
35 H 7.532 -0.521 0.506  0.10
36 H 5.736 -0.387 -1.011  0.11
37 H 3.643 -1.069 -2.066  0.13
38 H 0.812 -3.034 -0.025  0.08
39 H 1.853 -3.154 -1.479  0.09
40 H 0.133 -2.696 -1.639  0.09
41 H 0.711 1.607 1.930  0.12
42 H -1.338 -0.807 1.010  0.07
43 H -3.506 -1.322 -0.745  0.13
44 H -4.602 -1.928 1.290  0.12
45 H -2.933 -2.511 1.359  0.12
46 H -2.296 -0.646 2.836  0.10
47 H -3.674 -1.504 3.513  0.11
48 H -3.971 0.974 3.626  0.11
49 H -5.220 0.211 2.638  0.11
50 H -2.694 1.557 1.582  0.11
51 H -4.323 2.235 1.514  0.11
52 H -3.732 1.192 -0.649  0.10
53 H -5.074 0.330 0.111  0.12
54 H -2.932 -0.439 -2.368  0.10
55 H -3.058 0.208 -4.706  0.10
56 H -1.414 1.795 -5.655  0.11
57 H 0.388 2.692 -4.200  0.12
58 H 3.671 0.047 2.725  0.13

The LUMO energy comes out at 0.168 eV. For the total energy, the calculation gives -1851.182219 Ha. The value obtained for the energy above the lowest of the compared OMol25 structures with the same formula, charge and spin is 3.071 eV. The calculation puts the orbital gap at 8.32 eV. As for the SMILES: COc1ccc(OC)c(S(=O)(=O)Nc2c(NC3CCCCC3)c3ccccc3oc2=O)c1.



(3)
# C13H24IN3P

An isolated ion of composition C13H24IN3P and charge +1 in a non-equilibrium geometry (ωB97M-V/def2-TZVPD, OMol25).

Last column: Löwdin charge in e.
Cartesian coordinates (Å):
1 C -0.231 3.038 -2.088  -0.13
2 C -1.287 1.895 -2.701  -0.28
3 C -2.425 1.489 -1.595  -0.67
4 I -3.888 -0.011 -2.268  0.86
5 C -1.812 1.217 -0.061  -0.06
6 N -1.906 2.435 0.817  0.01
7 N -1.493 2.384 2.107  0.04
8 C -0.984 1.092 2.600  -0.04
9 C -0.760 -0.354 1.876  -0.24
10 P -0.113 -1.857 2.805  0.89
11 C 0.436 -1.320 4.595  -0.29
12 C 1.426 -2.677 2.065  -0.33
13 C -1.229 -0.261 0.272  -0.05
14 C -1.075 -1.578 -0.649  -0.21
15 C -0.240 -1.453 -2.039  -0.21
16 C 1.152 -0.600 -1.987  -0.19
17 C 2.178 -0.993 -0.770  -0.28
18 N 3.477 -0.164 -0.871  -0.05
19 H 0.467 2.605 -1.252  0.07
20 H -0.838 3.980 -1.683  0.09
21 H 0.398 3.393 -3.038  0.10
22 H -0.751 1.008 -3.232  0.09
23 H -1.870 2.483 -3.564  0.13
24 H -3.110 2.472 -1.540  0.09
25 H -2.291 3.364 0.466  0.19
26 H -0.674 1.099 3.755  0.11
27 H 0.952 -0.267 4.467  0.05
28 H -0.470 -1.310 5.337  0.07
29 H 1.291 -2.076 4.888  0.07
30 H 2.338 -1.934 2.166  0.07
31 H 1.324 -3.089 0.973  0.04
32 H 1.688 -3.616 2.749  0.08
33 H -2.115 -2.100 -0.916  0.10
34 H -0.506 -2.402 0.004  0.10
35 H -1.000 -1.121 -2.880  0.08
36 H 0.074 -2.566 -2.342  0.14
37 H 1.734 -0.850 -2.999  0.14
38 H 1.038 0.563 -1.969  0.08
39 H 1.661 -0.596 0.230  0.09
40 H 2.409 -2.138 -0.668  0.12
41 H 3.800 -0.003 0.131  0.07
42 H 3.227 0.819 -1.192  0.07

The LUMO energy comes out at -4.968 eV. For the total energy, the calculation gives -1312.449325 Ha. The value obtained for the energy above the lowest of the compared OMol25 structures with the same formula, charge and spin is 9.462 eV. Its total charge is +1. The calculation puts the orbital gap at 6.82 eV. As for the SMILES: CC[C@@H](I)c1[nH+]ncc(P(C)C)c1CCCCN.



(4)
# C21H24N2O6S

C21H24N2O6S as an isolated structure in a non-equilibrium geometry (ωB97M-V/def2-TZVPD, OMol25).

Last column: Löwdin charge in e.
Cartesian coordinates (Å):
1 C -4.774 -0.939 2.759  -0.09
2 H -5.157 0.140 2.609  0.11
3 H -5.698 -1.373 3.446  0.14
4 H -4.767 -1.413 1.840  0.04
5 O -3.583 -0.697 3.522  -0.07
6 C -2.361 -0.391 2.838  -0.24
7 C -2.186 0.093 1.583  -0.04
8 C -1.274 0.688 1.003  -0.18
9 C -0.088 0.598 1.765  -0.06
10 C -0.092 0.005 3.177  0.13
11 C -1.376 -0.604 3.471  -0.40
12 O -1.527 -0.998 4.693  -0.05
13 C -0.303 -0.979 5.796  0.08
14 H -0.752 -1.720 6.576  0.11
15 H 0.019 -0.072 5.925  -0.01
16 H 0.572 -1.857 5.222  0.18
17 H 0.926 -0.024 3.826  0.15
18 N 1.241 0.959 1.320  0.22
19 C 1.163 1.420 0.060  -0.24
20 O 2.494 1.701 -0.360  -0.12
21 C 0.095 1.571 -0.833  -0.14
22 C -0.979 0.953 -0.413  0.03
23 H -1.984 1.023 -0.968  0.17
24 C 0.389 1.724 -2.292  -0.35
25 N 0.562 0.880 -3.150  -0.13
26 S -0.222 -0.573 -3.070  0.65
27 O -1.397 0.025 -3.194  -0.24
28 O 0.252 -1.502 -4.174  -0.30
29 C 0.012 -1.481 -1.585  -0.26
30 C 1.118 -1.706 -0.819  -0.10
31 C 0.935 -2.378 0.270  -0.13
32 C -0.205 -2.702 0.807  -0.16
33 C -1.365 -2.661 0.143  -0.04
34 C -1.238 -1.821 -1.011  -0.06
35 H -2.154 -1.682 -1.616  0.12
36 H -2.394 -3.152 0.455  0.16
37 H -0.297 -3.236 1.770  0.13
38 H 2.112 -2.747 0.879  0.22
39 H 1.990 -1.340 -1.319  0.12
40 C 2.275 0.478 -3.351  -0.05
41 H 2.452 -0.530 -3.438  0.05
42 C 3.046 1.339 -4.359  -0.06
43 H 3.904 1.090 -4.607  0.02
44 H 2.348 1.686 -5.056  0.08
45 C 3.185 2.992 -3.848  0.01
46 O 3.971 2.967 -2.403  -0.13
47 H 3.568 2.614 -1.681  -0.08
48 H 2.350 3.546 -3.379  0.09
49 H 3.672 3.476 -4.526  0.02
50 H 2.822 0.648 -2.381  0.10
51 H 0.882 2.730 -2.325  0.15
52 H -0.761 2.133 -2.662  0.20
53 H 1.782 0.947 2.005  0.05
54 H -3.207 0.149 1.060  0.17

The LUMO energy comes out at -0.594 eV. For the total energy, the calculation gives -1773.007273 Ha. The value obtained for the energy above the lowest of the compared OMol25 structures with the same formula, charge and spin is 22.570 eV. The calculation puts the orbital gap at 7.84 eV.



- Which formula does entry 1 have?
  C4H10N3O3